[1]
An isolated ion of composition C3H8ClN2 and charge +1 at a distorted geometry, computed with wB97M-V/def2-TZVPD.

XYZ file:
```
14
C3H8ClN2 wB97M-V/def2-TZVPD
H 0.57 1.14 -1.44
N -0.08 1.43 -0.75
N -0.25 0.66 0.16
C -1.01 1.14 1.18
C 0.65 -0.57 0.22
C 0.38 -1.42 -1.03
Cl 2.32 -0.01 0.34
H -0.38 1.50 2.18
H -1.80 0.39 1.40
H -1.67 1.94 0.88
H 0.34 -1.20 1.06
H 1.00 -1.08 -1.94
H -0.64 -1.40 -1.28
H 0.59 -2.52 -0.96
```

The HOMO-LUMO gap is 0.3631 hartree. The total energy is -688.4503 a.u. The charge is +1. The value obtained for the LUMO energy is -6.2 eV. As for the structure (SMILES): [H]/N=[N+](/C)[C@@H](C)Cl.

[2]
A 2-piece molecular cluster, C3H4OS overall at a distorted geometry, computed with wB97M-V/def2-TZVPD.

XYZ file:
```
9
C3H4OS wB97M-V/def2-TZVPD
C 1.31 -0.11 0.96
C -0.83 -0.30 -1.03
C -0.59 0.38 0.27
O 1.49 -0.79 1.87
S -0.27 1.43 -1.15
H 2.09 0.45 0.23
H -0.15 -1.11 -1.13
H -1.84 -0.64 -1.15
H -1.20 0.70 1.13
```

The HOMO-LUMO gap is 0.3396 hartree. The total energy is -590.0199 a.u. The charge is 0. The value obtained for the LUMO energy is 0.7 eV.

[3]
C38H41EuN11O7 as an isolated structure at a distorted geometry, computed with wB97M-V/def2-TZVPD.

XYZ file:
```
98
C38H41EuN11O7 wB97M-V/def2-TZVPD
Eu -0.62 -0.18 -0.81
C -3.43 1.93 -3.81
C -2.32 1.03 -3.38
N -1.55 1.31 -2.36
N -1.80 2.42 -1.64
C -0.96 2.60 -0.62
O 0.10 1.93 -0.45
C -1.35 3.64 0.35
C -0.48 3.96 1.39
C -0.83 4.91 2.32
C -2.06 5.56 2.23
C -2.92 5.24 1.19
C -2.58 4.28 0.26
C -2.03 -0.21 -4.06
C -2.78 -0.65 -5.17
C -2.46 -1.84 -5.79
C -1.38 -2.57 -5.32
C -0.69 -2.08 -4.23
N -1.00 -0.95 -3.59
H -3.40 2.82 -3.19
H -4.40 1.44 -3.68
H -3.32 2.22 -4.85
H 0.47 3.44 1.45
H -0.15 5.17 3.12
H -2.33 6.32 2.95
H -3.87 5.76 1.11
H -3.26 4.01 -0.53
H -3.59 -0.05 -5.54
H -3.04 -2.19 -6.64
H -1.08 -3.49 -5.79
H 0.16 -2.62 -3.83
C -2.73 -6.11 -2.69
N -2.36 -4.83 -2.15
C -3.28 -3.73 -2.06
C -2.35 -2.62 -1.56
O -2.66 -1.47 -1.32
N -1.10 -3.12 -1.44
C -1.14 -4.40 -1.81
N -0.04 -5.17 -1.85
H -3.80 -6.23 -2.57
H -2.23 -6.92 -2.16
H -2.48 -6.17 -3.76
H -4.09 -3.92 -1.35
H -3.70 -3.46 -3.03
H 0.81 -4.79 -1.46
H -0.11 -6.16 -2.00
C 3.15 0.74 3.01
C 4.02 -0.26 2.24
N 5.11 0.37 1.53
C 6.28 0.76 2.31
C 6.40 2.27 2.51
C 5.17 0.65 0.22
O 6.14 1.20 -0.28
C 4.09 0.20 -0.74
C 4.57 -0.18 -2.00
C 3.67 -0.49 -3.01
C 2.32 -0.43 -2.72
N 1.84 -0.10 -1.53
C 2.70 0.25 -0.57
H 2.27 0.23 3.40
H 2.82 1.55 2.36
H 3.70 1.17 3.84
H 3.40 -0.81 1.53
H 4.43 -0.99 2.95
H 7.17 0.42 1.76
H 6.24 0.25 3.27
H 6.46 2.76 1.55
H 7.30 2.49 3.07
H 5.54 2.66 3.05
H 5.63 -0.19 -2.16
H 4.02 -0.75 -3.99
H 1.58 -0.65 -3.49
H 2.24 0.60 0.34
N 2.00 -2.78 0.11
C 2.33 -3.67 1.07
C 1.34 -3.63 2.01
C 0.43 -2.67 1.53
N 0.84 -2.16 0.38
H 2.53 -2.54 -0.72
H 3.23 -4.25 1.02
H 1.27 -4.19 2.92
H -0.48 -2.34 1.99
O -2.34 0.56 0.48
C -1.59 0.64 1.49
O -0.45 0.10 1.51
C -2.09 1.35 2.70
C -3.42 1.77 2.74
C -3.92 2.35 3.88
C -3.08 2.52 4.98
C -1.74 2.16 4.93
C -1.25 1.57 3.79
N -3.63 3.06 6.20
O -2.88 3.20 7.14
O -4.81 3.32 6.21
H -4.03 1.60 1.87
H -4.95 2.65 3.96
H -1.11 2.34 5.79
H -0.22 1.25 3.71
```

The HOMO-LUMO gap (spin up / spin down) is 0.2013 / 0.2439 hartree. The total energy is -3311.7449 a.u. As for the expectation value of S²: 12.03. The charge is +1. The value obtained for the LUMO energy (spin up / spin down) is -2.4 / -4.7 eV. Its multiplicity is 7.

[4]
An isolated ion of composition C4H7FN3O and charge +1 at a distorted geometry, computed with wB97M-V/def2-TZVPD.

XYZ file:
```
16
C4H7FN3O wB97M-V/def2-TZVPD
N 1.17 0.99 0.35
C 0.29 0.26 -0.79
N -1.09 0.53 -0.69
C -2.02 -0.35 -0.16
O -3.16 0.08 -0.05
N -1.69 -1.62 0.23
C -0.38 -2.14 0.17
C 0.65 -1.46 -0.30
F 1.93 -1.71 -0.22
H 0.47 0.90 1.16
H 1.50 1.88 0.15
H 1.90 0.22 0.45
H 0.89 0.44 -1.66
H -1.58 1.27 -1.14
H -2.50 -2.24 0.33
H -0.14 -3.09 0.40
```

The HOMO-LUMO gap is 0.3615 hartree. The total energy is -495.6840 a.u. The charge is +1. The value obtained for the LUMO energy is -3.6 eV. As for the structure (SMILES): [NH3+][C@@H]1NC(=O)NC=C1F.

So what do the calculations give for energy relative to the best compared isomer or geometry (same formula, charge and spin)? Going down the list: 70.4; 65.7; 87.1; 0.0 kcal per mole.